[1]
C17H47BN2O11S6 as an isolated structure in a non-equilibrium geometry. Source: OMol25; level of theory: ωB97M-V with the def2-TZVPD basis set.

Last column: Mulliken charge in e.
Cartesian coordinates (Å):
C (1.333, -3.841, 0.912)  -1.121
N (1.582, -2.433, 0.525)  0.203
C (1.010, -2.146, -0.808)  -1.105
B (1.311, -1.513, 1.552)  0.574
O (1.598, -1.892, 2.874)  -0.610
C (0.768, -0.001, 1.441)  0.840
C (-0.666, 0.123, 1.978)  -1.417
C (-1.687, -0.694, 1.196)  0.140
O (-1.587, -2.084, 1.552)  -0.613
C (-3.118, -0.172, 1.443)  -0.309
N (-4.011, -0.211, 0.281)  -0.687
C (1.685, 0.945, 2.265)  -0.705
O (2.451, 1.705, 1.299)  -0.353
S (1.465, 2.004, 0.097)  1.174
O (2.185, 2.186, -1.109)  -0.574
O (0.562, 3.029, 0.502)  -0.663
O (0.761, 0.612, 0.110)  -0.221
H (0.689, -3.929, 1.782)  0.303
H (0.840, -4.353, 0.088)  0.428
H (2.276, -4.360, 1.090)  0.305
H (1.372, -1.195, -1.177)  0.122
H (1.387, -2.886, -1.511)  0.566
H (-0.080, -2.160, -0.777)  0.321
H (0.846, -1.731, 3.447)  0.331
H (-0.936, 1.178, 1.899)  0.577
H (-0.714, -0.129, 3.044)  0.193
H (-1.461, -0.653, 0.131)  0.135
H (-1.407, -2.144, 2.492)  0.445
H (-3.093, 0.825, 1.875)  0.328
H (-3.550, -0.838, 2.190)  0.023
H (-4.183, -1.186, 0.063)  0.311
H (-3.509, 0.171, -0.516)  0.283
H (2.420, 0.442, 2.882)  0.430
H (1.134, 1.651, 2.889)  0.283
C (-3.382, 3.988, 5.063)  -0.974
S (-3.896, 2.287, 5.325)  0.376
O (-3.542, 1.541, 4.088)  -0.453
C (-5.662, 2.605, 5.242)  -0.970
H (-2.295, 4.002, 5.031)  0.309
H (-3.785, 4.344, 4.116)  0.306
H (-3.734, 4.604, 5.891)  0.397
H (-5.901, 3.060, 4.281)  0.316
H (-5.950, 3.261, 6.064)  0.402
H (-6.174, 1.650, 5.338)  0.274
C (-6.389, -4.759, 2.237)  -0.944
S (-6.578, -2.971, 2.210)  0.408
O (-5.540, -2.439, 1.296)  -0.513
C (-5.969, -2.691, 3.878)  -0.769
H (-6.671, -5.132, 1.255)  0.322
H (-5.349, -5.008, 2.443)  0.277
H (-7.048, -5.183, 2.995)  0.375
H (-4.958, -3.088, 3.964)  0.253
H (-6.636, -3.172, 4.594)  0.406
H (-5.959, -1.616, 4.045)  0.155
C (2.181, 5.871, -2.600)  -0.684
S (2.066, 6.903, -1.135)  0.567
O (2.182, 8.315, -1.586)  -0.664
C (3.667, 6.436, -0.465)  -0.819
H (1.285, 6.041, -3.193)  0.308
H (3.065, 6.154, -3.172)  0.323
H (2.229, 4.823, -2.299)  0.122
H (4.447, 6.683, -1.186)  0.311
H (3.666, 5.368, -0.245)  0.241
H (3.818, 7.001, 0.452)  0.312
C (4.702, 0.931, -2.714)  -0.721
S (4.103, -0.701, -3.160)  0.675
O (3.717, -1.381, -1.891)  -0.626
C (5.715, -1.361, -3.620)  -1.095
H (3.854, 1.502, -2.343)  0.012
H (5.458, 0.841, -1.933)  0.348
H (5.116, 1.414, -3.600)  0.418
H (6.396, -1.283, -2.772)  0.404
H (6.100, -0.807, -4.477)  0.389
H (5.583, -2.407, -3.891)  0.285
C (3.138, -3.808, -5.914)  -0.936
S (3.300, -2.140, -6.567)  0.561
O (2.261, -1.316, -5.907)  -0.595
C (2.682, -2.524, -8.211)  -0.987
H (3.443, -3.785, -4.869)  0.261
H (2.097, -4.122, -5.986)  0.359
H (3.787, -4.483, -6.473)  0.359
H (1.676, -2.936, -8.128)  0.297
H (3.352, -3.233, -8.697)  0.363
H (2.657, -1.596, -8.777)  0.322

Forces on atoms 1 to 2 (eV/Å):
0.65 -0.06 -0.38
-1.74 0.09 0.20

E_HOMO   -8.42 eV
ΔE to the lowest compared entry with this formula, charge and spin   19.5 kJ/mol

=====

[2]
C7H23BeNO7S2 as an isolated structure in a non-equilibrium geometry. Source: OMol25; level of theory: ωB97M-V with the def2-TZVPD basis set.

Last column: natural (NBO) charge in e.
Cartesian coordinates (Å):
Be (-1.991, 8.440, -24.486)  1.707
N (-0.381, 6.025, -25.567)  -0.890
H (-1.193, 6.143, -26.156)  0.387
H (-0.598, 6.369, -24.642)  0.415
H (0.271, 6.643, -26.028)  0.420
H (-0.063, 5.067, -25.544)  0.466
C (-1.995, 6.037, -23.360)  -0.329
O (-1.231, 7.093, -23.879)  -1.032
H (-2.529, 5.455, -24.112)  0.220
H (-1.293, 5.334, -22.913)  0.211
H (-2.736, 6.306, -22.607)  0.226
O (-4.571, 2.914, -22.438)  -0.896
S (-3.947, 2.664, -21.133)  2.279
O (-3.779, 1.306, -20.655)  -0.851
O (-2.495, 3.573, -20.926)  -0.711
C (-1.256, 2.966, -21.240)  -0.092
C (-0.977, 3.026, -22.733)  -0.600
C (-4.920, 3.540, -19.856)  -0.848
H (-1.426, 1.898, -21.102)  0.223
H (-0.452, 3.416, -20.657)  0.221
H (0.028, 2.678, -22.973)  0.255
H (-0.934, 4.051, -23.100)  0.138
H (-1.639, 2.360, -23.285)  0.230
H (-4.388, 3.326, -18.928)  0.268
H (-5.994, 3.356, -19.826)  0.284
H (-4.938, 4.621, -19.993)  0.244
O (-0.018, 3.824, -26.278)  -0.978
S (-1.040, 3.023, -26.836)  2.332
O (-0.762, 1.824, -27.664)  -0.810
O (-2.150, 2.773, -25.685)  -0.671
C (-2.285, 3.834, -24.773)  -0.122
C (-3.585, 3.565, -24.021)  -0.649
C (-2.083, 4.103, -28.008)  -0.819
H (-2.349, 4.848, -25.167)  0.107
H (-1.486, 3.910, -24.036)  0.192
H (-4.273, 3.393, -24.848)  0.247
H (-3.848, 4.411, -23.386)  0.203
H (-3.660, 2.614, -23.494)  0.305
H (-1.680, 3.818, -28.980)  0.285
H (-1.928, 5.142, -27.720)  0.171
H (-3.142, 3.895, -27.851)  0.262

Forces on atoms 1 to 2 (eV/Å):
1.94 -3.12 2.17
1.59 0.84 -3.24

E_HOMO   -15.07 eV
Net charge   +2
ΔE to the lowest compared entry with this formula, charge and spin   535.4 kJ/mol

=====

[3]
C5H14ClCrCuO as an isolated structure in a non-equilibrium geometry. Source: OMol25; level of theory: ωB97M-V with the def2-TZVPD basis set.

Last column: Löwdin spin population.
Cartesian coordinates (Å):
Cr (0.835, 0.433, -2.949)  3.823
Cl (0.928, 1.906, -1.350)  0.077
C (-0.888, 0.213, -4.122)  0.024
C (2.625, -0.540, -3.438)  0.021
H (-0.792, -0.533, -4.927)  0.015
H (-1.736, -0.098, -3.486)  0.004
H (-1.180, 1.166, -4.596)  0.004
H (2.541, -1.251, -4.276)  0.014
H (2.984, -1.108, -2.561)  0.004
H (3.419, 0.180, -3.697)  0.004
Cu (-0.257, 0.186, 1.432)  0.006
C (-1.611, 1.419, 0.812)  0.002
C (-0.332, -1.445, 2.408)  0.001
H (-1.982, 0.903, -0.071)  0.000
H (-2.376, 1.525, 1.569)  0.000
H (-1.109, 2.348, 0.560)  0.000
H (0.480, -2.133, 2.376)  0.000
H (-1.276, -1.903, 2.546)  0.000
C (-0.045, -0.195, 4.852)  0.000
O (-0.143, -0.824, 3.611)  0.001
H (0.868, -0.558, 5.253)  0.000
H (-0.908, -0.542, 5.356)  0.000
H (-0.044, 0.851, 4.699)  0.000

Forces on atoms 1 to 2 (eV/Å):
-0.08 -0.43 -0.44
0.40 1.38 1.18

E_HOMO (spin up / spin down)   1.12 / 1.12 eV
Net charge   -2
ΔE to the lowest compared entry with this formula, charge and spin   35.9 kJ/mol
Multiplicity   5